Record 1
{"formula": "C7H11NO", "method": "wB97M-V/def2-TZVPD", "elements": ["C", "C", "C", "C", "C", "C", "C", "H", "H", "H", "H", "H", "H", "H", "H", "H", "H", "H", "N", "O"], "coordinates": [[1.805185, 0.201618, 0.156831], [0.141198, -1.345178, -0.291881], [-1.064677, -2.113724, -0.866777], [-0.801372, -0.552131, -0.911202], [-1.178111, 0.651991, -0.083148], [-0.438630, 0.798614, 1.297717], [0.797664, 1.429480, 0.317390], [2.115689, -0.205833, 1.215424], [2.882817, 0.424618, -0.262902], [0.366734, -1.830842, 0.740878], [-0.862084, -2.773641, -1.782249], [-1.640451, -2.458650, -0.020879], [-0.391093, -0.443699, -1.992903], [-2.272974, 0.923266, -0.196954], [-1.156211, 1.760095, 1.669255], [-0.310891, -0.069059, 1.954759], [1.377088, 2.328421, 0.588653], [-0.480313, 2.513711, -0.031412], [-0.240722, 1.693219, -0.677262], [1.351154, -0.932274, -0.823339]], "forces_ev_per_angstrom": [[2.380, -1.066, -1.411], [2.812, -3.812, 2.190], [1.652, 0.598, -1.386], [-3.064, -0.283, -1.389], [-0.880, 0.554, -1.590], [-1.590, 3.578, -1.245], [0.254, -3.927, 2.309], [-1.230, 0.373, -1.856], [-2.351, 0.131, 0.358], [-1.105, 1.959, -1.073], [-1.048, 1.329, 1.282], [-0.076, -0.564, -0.238], [-0.994, 0.843, 2.130], [1.230, -0.038, 0.491], [2.386, -2.612, 0.119], [-0.085, 0.600, 0.093], [-0.248, -0.524, 0.189], [-0.883, -0.289, -2.337], [-0.714, 2.171, 1.412], [3.555, 0.980, 1.950]], "homo_energy_ev": -8.8, "e_above_lowest_kj_mol": 724.1, "lumo_ev": 0.915, "charge": 0, "smiles": "C1O[C@@H]2C[C@H]2[C@H]2C[C@@H]1N2"}


Record 2
{"formula": "C41H39N4S", "method": "wB97M-V/def2-TZVPD", "elements": ["C", "C", "C", "C", "C", "C", "C", "C", "C", "C", "C", "C", "C", "C", "N", "C", "C", "C", "C", "C", "C", "S", "C", "N", "C", "C", "H", "H", "H", "H", "H", "H", "H", "H", "H", "H", "H", "H", "H", "H", "H", "H", "H", "H", "H", "H", "C", "N", "C", "C", "C", "C", "C", "C", "C", "C", "C", "C", "C", "C", "C", "N", "C", "C", "C", "C", "H", "H", "H", "H", "H", "H", "H", "H", "H", "H", "H", "H", "H", "H", "H", "H", "H", "H", "H"], "coordinates": [[-4.986590, -5.442083, -1.585434], [-4.850213, -4.768561, -0.390383], [-3.941272, -3.736745, -0.283748], [-3.153128, -3.361704, -1.361757], [-2.181919, -2.205752, -1.205489], [-2.817428, -0.877092, -1.553675], [-2.390483, 0.277559, -0.916690], [-2.957348, 1.499733, -1.213039], [-3.953729, 1.584868, -2.163409], [-4.381106, 0.445253, -2.813391], [-3.812636, -0.776339, -2.514363], [-0.824167, -2.404659, -1.945996], [-0.240420, -3.804320, -1.654970], [1.142695, -3.974375, -2.259357], [1.949029, -2.780414, -1.982246], [3.359665, -2.804449, -1.863084], [3.877657, -1.544823, -1.557544], [5.239423, -1.368971, -1.419200], [6.085441, -2.454943, -1.553473], [5.571352, -3.714957, -1.820497], [4.214307, -3.896731, -1.983220], [2.582956, -0.354390, -1.370257], [1.325091, -1.567338, -1.687529], [0.058528, -1.338527, -1.633450], [-3.323399, -4.025633, -2.567830], [-4.228892, -5.063011, -2.674888], [-5.687706, -6.257420, -1.667504], [-5.443295, -5.052800, 0.464043], [-3.843194, -3.199956, 0.643856], [-1.917837, -2.161868, -0.137404], [-1.598349, 0.209670, -0.190623], [-2.615555, 2.385164, -0.702177], [-4.398873, 2.539093, -2.396569], [-5.157517, 0.510972, -3.558035], [-4.149707, -1.665883, -3.018052], [-1.016695, -2.323731, -3.027474], [-0.188042, -3.940744, -0.569880], [-0.922801, -4.581664, -2.020247], [1.640314, -4.863218, -1.857094], [1.076524, -4.108892, -3.343197], [5.623853, -0.388154, -1.203529], [7.149840, -2.320038, -1.446171], [6.238312, -4.558405, -1.895104], [3.810275, -4.870828, -2.187162], [-2.747224, -3.721623, -3.425975], [-4.338835, -5.588517, -3.609237], [4.509721, 5.114817, -1.899605], [4.364966, 4.730839, -0.495582], [5.620330, 4.665679, 0.255646], [3.085213, 4.446557, 0.088476], [2.572397, 3.136968, 0.101356], [1.358409, 2.860734, 0.665151], [0.567415, 3.887731, 1.238635], [-0.628666, 3.603111, 1.949969], [-0.818226, 2.433293, 2.727866], [-2.020879, 2.041600, 3.424052], [-3.327057, 2.547300, 3.418541], [-4.271072, 1.954563, 4.224989], [-3.940704, 0.868146, 5.044936], [-2.660705, 0.365341, 5.069539], [-1.692467, 0.948801, 4.247920], [-0.328557, 0.670798, 4.059460], [0.462987, -0.330240, 4.766610], [0.183944, 1.555150, 3.150400], [1.057888, 5.214944, 1.156651], [2.291052, 5.477157, 0.625534], [3.540830, 5.142569, -2.393168], [4.964693, 6.100348, -1.968683], [5.142365, 4.396072, -2.415755], [5.444105, 4.377282, 1.289283], [6.286495, 3.936880, -0.200320], [6.107439, 5.638164, 0.244648], [3.158054, 2.350301, -0.341876], [0.979900, 1.852441, 0.653960], [-1.349922, 4.395633, 2.056573], [-3.578840, 3.383261, 2.790463], [-5.281255, 2.333257, 4.236244], [-4.697604, 0.417389, 5.668707], [-2.388587, -0.450543, 5.715726], [-0.152560, -0.909639, 5.449574], [0.923945, -1.007096, 4.051127], [1.251559, 0.157453, 5.335460], [1.227343, 1.622801, 2.903546], [0.467249, 6.010904, 1.578092], [2.691911, 6.476483, 0.648305]], "forces_ev_per_angstrom": [[-0.213, -0.221, -0.034], [-0.071, -0.037, 0.202], [0.168, 0.121, -0.040], [0.200, 0.301, -0.030], [0.374, -0.138, 0.262], [0.079, -0.140, -0.074], [0.006, -0.002, 0.146], [0.109, 0.008, 0.084], [-0.184, 0.304, -0.081], [-0.078, 0.075, -0.168], [0.089, -0.131, 0.072], [-0.862, -1.126, -0.587], [-0.290, 0.103, 0.184], [0.018, 0.213, -0.188], [0.490, -0.237, 0.206], [-0.797, 0.387, 0.045], [-0.357, -0.199, -0.033], [-0.209, 0.281, 0.051], [0.123, -0.088, -0.017], [0.209, 0.206, 0.064], [-0.734, 0.136, -0.052], [0.021, -0.053, -0.044], [-0.779, -0.792, -0.039], [2.341, 0.861, 0.480], [0.024, 0.061, 0.066], [0.019, -0.128, -0.218], [-0.081, -0.102, -0.039], [-0.103, -0.032, 0.111], [0.053, 0.109, 0.286], [-0.007, 0.009, -0.147], [0.152, -0.028, 0.181], [0.061, 0.214, 0.083], [-0.074, 0.130, -0.039], [-0.123, -0.009, -0.112], [-0.146, -0.114, -0.108], [-0.140, -0.171, 0.026], [0.058, 0.082, 0.030], [0.327, 0.188, 0.002], [-0.042, 0.240, 0.056], [-0.009, -0.006, 0.006], [0.201, 0.209, 0.069], [0.102, 0.029, 0.027], [0.050, -0.115, -0.057], [-0.041, -0.266, -0.107], [0.127, -0.019, -0.217], [-0.024, -0.045, -0.182], [-0.369, -0.167, 0.726], [-0.513, -0.143, 0.308], [-0.877, -0.072, -0.223], [0.604, 0.184, -0.368], [0.617, 0.504, -0.108], [-0.573, 0.200, 0.452], [0.714, 0.065, -0.540], [0.637, -1.468, 1.377], [-0.450, 1.679, -1.210], [-0.564, -0.179, 0.512], [0.580, -0.229, -0.044], [-0.073, -0.122, 0.147], [-0.014, 0.197, -0.163], [0.900, -0.226, -0.091], [-0.767, 0.647, -0.402], [0.800, 1.174, -1.203], [0.220, -0.041, -0.030], [-0.511, -1.337, 1.344], [-0.677, -0.555, 0.162], [0.644, -0.234, -0.198], [-0.037, -0.011, 0.015], [0.097, 0.197, -0.142], [0.120, -0.090, -0.200], [-0.068, -0.012, 0.028], [0.226, -0.141, -0.021], [0.176, 0.163, 0.062], [0.085, -0.131, -0.108], [-0.115, -0.213, -0.156], [-0.387, 0.108, -0.118], [-0.134, 0.171, -0.148], [-0.080, 0.031, -0.023], [-0.034, -0.004, 0.045], [-0.107, -0.235, 0.154], [-0.118, 0.141, -0.107], [-0.061, -0.047, -0.040], [-0.030, 0.046, 0.067], [0.195, -0.315, 0.171], [-0.108, 0.210, 0.067], [0.023, 0.185, -0.121]], "homo_energy_ev": -9.7, "e_above_lowest_kj_mol": 121.4, "lumo_ev": -4.872, "charge": 1}


- Which formula does entry 2 have?
  C41H39N4S


- What is the formula in the first record?
  C7H11NO